(1)
Below is an isolated ion of composition C5H8N and charge +1, with properties calculated with ωB97M-V/def2-TZVPD.

## Properties
- charge = +1
- maximum force (eV Å⁻¹) = 4.099
- orbital gap (eV) = 10.11
- ΔE to the lowest compared entry with this formula, charge and spin (kJ/mol) = 338.21

Last column: natural (NBO) charge in e.
Element x y z (Å)
N1 2.20 0.69 -0.11  -0.48
H1 3.09 1.21 -0.10  0.45
C1 -1.87 0.28 -0.05  -0.64
H2 -2.21 -0.67 0.43  0.26
H3 0.00 2.52 0.16  0.27
H4 -2.20 1.27 0.31  0.25
C2 1.94 -0.52 0.04  0.23
C3 0.25 1.47 -0.10  0.11
H5 0.28 -1.34 1.22  0.29
H6 2.63 -1.27 0.21  0.23
H7 -2.05 0.32 -1.14  0.27
C4 -0.42 0.35 0.03  -0.03
H8 0.12 -1.74 -0.60  0.29
C5 0.49 -0.93 0.14  -0.50

(2)
Below is C7H19N3 as an isolated structure, with properties calculated with ωB97M-V/def2-TZVPD.

## Properties
- maximum force (eV Å⁻¹) = 1.694
- orbital gap (eV) = 8.59
- ΔE to the lowest compared entry with this formula, charge and spin (kJ/mol) = 434.01

Last column: natural (NBO) charge in e.
Element x y z (Å)
H1 2.16 -0.62 -3.09  0.22
H2 1.58 3.54 -1.30  0.25
H3 3.34 0.51 -2.24  0.21
H4 -0.04 -2.93 0.80  0.21
H5 3.04 2.51 -0.89  0.23
N1 0.02 1.21 -2.21  -0.87
H6 -0.05 -2.53 2.53  0.20
H7 -0.97 1.54 1.50  0.37
H8 -2.84 -1.84 0.13  0.20
C1 2.33 0.33 -2.59  -0.64
H9 -2.40 -0.16 -0.20  0.22
H10 -1.52 -0.64 3.27  0.35
H11 -1.40 -1.47 -0.83  0.21
C2 -0.65 -2.54 1.62  -0.62
H12 -0.41 0.61 -2.91  0.38
H13 -1.49 -3.22 1.77  0.21
C3 -1.16 -1.12 1.30  0.09
H14 1.43 2.19 -0.20  0.33
C4 1.97 2.55 -1.08  -0.75
C5 1.29 1.10 -2.16  0.26
C6 -2.00 -1.15 0.02  -0.62
H15 -2.87 -1.08 2.46  0.36
H16 0.64 -0.22 2.06  0.18
N2 -0.25 1.22 0.85  -0.87
H17 2.11 2.20 -2.34  0.38
H18 -0.61 1.31 -0.09  0.39
C7 0.06 -0.18 1.13  -0.22
H19 0.70 -0.55 0.33  0.20
N3 -2.00 -0.57 2.38  -0.85

(3)
Below is a 3-piece molecular cluster, C36H54N3O2PS overall, with properties calculated with ωB97M-V/def2-TZVPD.

## Properties
- spin multiplicity = 3
- maximum force (eV Å⁻¹) = 1.504
- orbital gap (alpha / beta) (eV) = 8.34 / 8.05
- <S²> = 2.008

Last column: Mulliken spin population.
Element x y z (Å)
C1 -2.70 3.88 1.68  0.00
N1 -3.37 -4.40 -1.54  0.38
H1 -0.48 -3.27 -2.92  0.00
C2 -1.25 3.56 1.32  0.00
C3 4.43 6.44 -3.29  0.02
C4 0.90 1.40 4.27  0.00
C5 -0.15 0.69 2.24  0.00
C6 0.19 -0.61 2.56  0.00
C7 0.02 -3.12 3.95  0.00
C8 4.70 2.88 -2.11  0.03
H2 5.69 4.92 -0.45  0.00
H3 2.27 1.70 -2.67  0.00
H4 1.27 5.29 2.30  0.00
H5 -3.22 3.00 2.07  0.00
H6 -2.45 -3.79 1.71  0.00
H7 -5.51 -2.61 -1.80  0.00
H8 1.51 -0.96 7.93  0.00
C9 -5.54 -4.90 -0.49  -0.01
H9 1.27 -4.75 6.15  0.00
H10 6.49 5.82 -1.73  0.00
H11 1.84 -2.62 3.30  0.00
H12 -0.26 -4.63 6.98  0.00
H13 -5.05 -5.72 -3.74  0.00
H14 -1.18 2.65 0.73  0.00
H15 2.10 3.99 3.14  0.00
H16 -0.84 4.40 0.75  0.00
H17 5.10 5.91 -3.96  0.00
C10 1.39 4.21 2.35  0.00
H18 4.14 4.19 -4.46  0.00
H19 1.73 3.80 1.40  0.01
H20 -1.80 -5.38 5.64  0.00
H21 -0.70 -4.38 -1.57  0.00
C11 -3.16 -2.71 -3.34  0.03
C12 -5.43 -3.43 -2.52  0.03
H22 1.77 -0.13 5.49  0.00
H23 2.24 2.36 -1.04  0.01
C13 2.21 2.62 -2.09  -0.02
C14 3.37 3.53 -2.49  0.01
H24 -5.52 -4.03 0.16  0.00
O1 2.86 4.67 -0.56  0.52
C15 -2.51 -3.92 -2.66  0.03
H25 -3.14 -5.28 -4.29  0.00
C16 -4.62 -2.95 -3.72  -0.02
H26 1.17 2.18 4.97  0.00
C17 -2.25 -4.72 3.67  0.00
H27 -6.59 -5.13 -0.70  0.00
H28 -5.95 -6.40 -2.42  0.00
H29 4.81 7.46 -3.23  0.00
H30 -2.76 4.67 2.42  0.00
C18 1.24 0.10 4.58  0.00
H31 1.25 3.10 -2.31  0.00
N2 1.19 -2.30 4.01  0.00
C19 0.88 -0.93 3.72  0.00
H32 4.83 1.98 -2.71  0.00
C20 0.21 1.72 3.11  0.00
H33 2.39 4.27 -4.29  -0.01
C21 -2.27 -5.03 -3.70  0.02
H34 -0.69 0.89 1.33  0.00
H35 -2.58 -2.44 -4.22  0.00
C22 5.90 3.81 -2.28  -0.02
C23 0.40 -4.10 6.29  0.00
C24 -4.82 -4.65 -1.82  0.01
S1 -0.25 -1.97 1.51  0.00
H36 6.79 3.32 -1.89  0.00
O2 -3.21 -3.67 -0.48  0.53
H37 -5.05 -2.02 -4.10  0.00
C25 -1.50 -4.74 4.82  0.00
H38 -3.25 4.20 0.79  0.00
C26 4.36 5.82 -1.88  0.00
H39 -4.69 -3.67 -4.54  0.00
H40 -5.10 -5.74 0.04  0.00
H41 4.90 7.70 -1.01  0.00
P1 -0.22 3.48 2.87  0.00
N3 3.23 4.84 -1.79  0.41
H42 -1.20 -2.69 -1.43  0.01
H43 3.45 6.49 -3.76  -0.01
C27 -5.01 -5.92 -2.67  0.02
H44 -4.22 -6.64 -2.49  -0.01
H45 6.09 4.00 -3.34  0.00
C28 4.10 6.96 -0.91  -0.01
H46 -3.14 -5.33 3.56  0.00
C29 -0.36 -3.95 4.99  0.00
H47 -6.45 -3.68 -2.82  0.00
C30 1.23 -1.89 7.51  0.00
H48 -1.49 -4.71 -4.39  0.00
H49 4.09 6.63 0.13  0.00
H50 -3.11 -1.85 -2.65  0.00
C31 5.67 5.12 -1.53  0.03
C32 -1.89 -3.87 2.63  0.00
C33 0.81 -2.87 6.97  0.00
C34 -1.15 -3.54 -2.11  -0.03
H51 3.15 7.45 -1.12  0.00
H52 4.65 2.55 -1.07  0.01
C35 3.28 3.70 -4.02  0.01
C36 -0.76 -3.09 2.79  0.00
H53 -1.91 -5.94 -3.20  -0.01
H54 3.20 2.72 -4.49  0.00